#1
{
  "formula": "C3H6N2O2S",
  "method": "ωB97M-V/def2-TZVPD",
  "lumo_energy_ev": -1.045,
  "e_homo_ev": -9.227,
  "symbols": ["C", "C", "C", "H", "H", "H", "H", "H", "H", "N", "N", "O", "O", "S"],
  "positions_angstrom": [[-1.03931, -0.18003, -0.01685], [0.09670, -1.24543, -0.14794], [2.35706, -0.34412, 0.14974], [-1.84690, 2.34825, 1.18712], [0.28428, 1.13269, -0.00967], [-2.96244, -0.08232, -0.39752], [0.38696, -1.06081, -1.30290], [-0.21895, -2.23515, -0.26350], [3.67516, -0.84895, 0.35210], [-0.61249, 0.89698, 0.51844], [-2.15302, -0.68160, -0.54469], [-1.53916, 2.04430, 0.19758], [1.40261, -1.16707, 0.64360], [2.16950, 1.42324, -0.36551]],
  "mulliken_charge": [0.48, -0.61, 0.07, 0.36, 0.18, 0.25, 0.27, 0.46, 0.29, -0.06, -0.66, -0.47, -0.27, -0.30]
}


#2
{
  "formula": "C3H6N2O2S",
  "method": "ωB97M-V/def2-TZVPD",
  "lumo_energy_ev": 0.572,
  "smiles": "N/C=C(/N)O.O=C=S",
  "e_homo_ev": -8.015,
  "symbols": ["C", "C", "C", "N", "N", "O", "O", "S", "H", "H", "H", "H", "H", "H"],
  "positions_angstrom": [[0.11988, 0.68238, -0.28786], [-2.04079, -0.54788, -0.44104], [-0.02591, -0.30748, 0.64923], [0.02231, 2.07572, -0.07916], [0.45309, -1.57829, 0.30938], [0.55189, 0.39472, -1.52142], [-1.74735, -1.52698, -1.02351], [-3.02243, 0.62092, 0.12974], [-0.30952, 0.05851, 1.65279], [-0.54586, 2.33757, 0.65330], [-0.25426, 2.65031, -0.84625], [0.44512, -0.59376, -1.56647], [-0.27976, -2.02876, -0.17410], [0.59756, -2.27942, 1.14634]],
  "mulliken_charge": [0.20, 0.69, -0.22, -0.55, -0.67, -0.51, -0.49, -0.29, 0.30, 0.24, 0.26, 0.44, 0.31, 0.30]
}


#3
{
  "formula": "C3H6N2O2S",
  "method": "ωB97M-V/def2-TZVPD",
  "lumo_energy_ev": 0.052,
  "smiles": "[H]/N=C(/COC=S)NO",
  "e_homo_ev": -9.285,
  "symbols": ["C", "C", "C", "H", "H", "H", "H", "H", "H", "N", "N", "O", "O", "S"],
  "positions_angstrom": [[-0.98977, -0.31718, -0.44681], [0.26529, -1.11118, -0.34616], [2.32052, -0.14696, 0.62608], [-1.91357, 1.78381, 1.28627], [0.11291, 1.49322, -0.58760], [-2.89376, -0.45624, -0.38112], [0.71958, -1.13316, -1.33859], [-0.06764, -2.09056, -0.12789], [2.76905, -0.09975, 1.67328], [-0.64991, 1.04503, -0.15683], [-2.04928, -0.99615, -0.49311], [-1.71736, 1.98643, 0.12671], [1.11725, -0.67803, 0.78967], [2.97667, 0.72073, -0.62388]],
  "mulliken_charge": [0.35, -0.41, -0.01, 0.37, 0.21, 0.27, 0.29, 0.34, 0.30, -0.05, -0.62, -0.49, -0.29, -0.25]
}


Among the structures shown above, #2 is the most stable, with the second-best lying 67.0 kcal/mol higher.